A 8-piece molecular cluster, C23H61NO8 overall at a distorted geometry, computed with the ωB97M-V functional and the def2-TZVPD basis.

Last column: Mulliken charge in e.
Cartesian coordinates (Å):
C 0.886 0.959 -3.028  -2.61
C -0.392 0.939 -3.884  2.37
C -0.583 2.330 -4.524  -2.12
C -0.249 -0.145 -5.039  -1.43
C -1.529 -0.444 -5.811  -0.71
C -2.571 -0.993 -4.805  -1.12
C -2.797 0.060 -3.665  1.31
C -3.619 1.246 -4.168  -1.76
C -3.633 -0.583 -2.558  -1.76
N -1.526 0.533 -3.056  0.94
O -1.729 1.278 -1.909  -0.56
H 1.012 0.187 -2.268  0.17
H 1.794 1.046 -3.623  0.56
H 0.974 1.867 -2.432  0.60
H 0.425 2.736 -4.612  0.56
H -1.010 2.369 -5.526  0.35
H -1.064 3.082 -3.899  0.38
H 0.550 0.020 -5.761  0.42
H 0.093 -1.057 -4.549  0.44
H -1.820 0.433 -6.389  0.31
H -1.510 -1.208 -6.588  0.45
H -2.333 -1.936 -4.311  0.35
H -3.465 -1.167 -5.404  0.40
H -4.519 1.073 -4.758  0.40
H -3.026 1.909 -4.798  0.36
H -4.009 1.869 -3.363  0.32
H -4.338 -1.244 -3.061  0.45
H -4.173 0.017 -1.825  0.29
H -2.974 -1.213 -1.961  0.27
H -1.148 0.791 -1.320  0.27
C 4.370 0.152 -1.623  -0.55
C 5.157 1.367 -1.167  -0.42
O 5.028 1.592 0.229  -0.49
H 4.303 0.025 -2.703  0.34
H 3.339 0.096 -1.273  -0.14
H 4.973 -0.639 -1.178  0.34
H 4.869 2.322 -1.605  0.27
H 6.219 1.336 -1.412  0.45
H 5.842 1.987 0.548  0.27
C -3.759 0.025 1.223  -0.55
C -4.493 -0.182 2.548  -0.38
O -4.750 1.039 3.111  -0.52
H -3.872 -0.884 0.632  0.24
H -2.732 0.308 1.450  0.03
H -4.039 0.908 0.647  0.36
H -3.882 -0.843 3.164  0.16
H -5.386 -0.762 2.313  0.32
H -5.008 0.867 4.020  0.32
C -0.519 -1.548 -0.198  -0.62
C 0.331 -0.554 0.605  0.43
O -0.034 0.726 0.303  -0.10
H -1.555 -1.597 0.139  -0.15
H -0.135 -2.563 -0.095  0.28
H -0.486 -1.297 -1.258  0.22
H 1.383 -0.691 0.355  0.16
H 0.276 -0.699 1.684  -0.13
H 0.635 1.396 0.462  -0.01
C 4.368 -0.074 3.613  -1.04
C 2.820 0.120 3.652  0.21
O 2.432 -0.240 4.978  -0.47
H 4.807 0.336 2.703  0.16
H 4.668 -1.104 3.806  0.37
H 4.779 0.489 4.450  0.33
H 2.332 -0.483 2.886  -0.06
H 2.390 1.088 3.396  0.25
H 2.715 -1.125 5.220  0.27
C -0.739 -4.210 2.380  -0.94
C -0.093 -5.397 1.676  -0.26
O 1.222 -5.608 2.279  -0.52
H -0.097 -3.333 2.454  0.10
H -0.933 -4.485 3.417  0.40
H -1.723 -3.930 2.003  0.37
H -0.019 -5.186 0.609  0.26
H -0.764 -6.255 1.701  0.32
H 1.573 -6.430 1.928  0.29
C 1.038 4.284 0.197  -1.15
C 2.389 3.519 0.023  -0.29
O 2.330 2.249 0.560  -0.34
H 0.890 4.538 1.246  0.34
H 0.280 3.601 -0.189  0.17
H 1.185 5.186 -0.397  0.37
H 3.142 3.977 0.664  0.46
H 2.717 3.467 -1.016  0.28
H 3.224 1.915 0.454  0.08
C -1.133 -0.226 5.250  -0.43
C -0.326 -0.860 6.340  -0.29
O 0.243 0.219 7.073  -0.60
H -0.497 -0.148 4.367  -0.05
H -1.528 0.757 5.504  0.34
H -2.002 -0.875 5.152  0.22
H 0.438 -1.536 5.958  0.11
H -0.904 -1.390 7.097  0.36
H 0.986 0.507 6.539  0.34

Forces on atoms 1 to 2 (eV/Å):
C 0.3980 0.7828 0.3758
C -0.6360 -0.0042 -1.1427

Summary:
Highest occupied orbital energy, eV: -7.6275
Structure (SMILES): CC1(C)CCCC(C)(C)N1O.CCO.CCO.CCO.CCO.CCO.CCO.CCO
E_LUMO, Eh: 0.011
ΔE to the lowest compared entry with this formula, charge and spin, kcal per mole: 101.4
Frontier orbital gap, eV: 7.917

C23H62CdN3O6P2S4SbSi4Te as an isolated structure at a distorted geometry, computed with the ωB97M-V functional and the def2-TZVPD basis.

Last column: Mulliken charge in e.
Cartesian coordinates (Å):
Cd -0.393 -0.717 -1.411  3.46
N -2.177 -2.148 -0.138  -0.34
N -2.221 -2.527 1.234  -0.21
C -2.334 -1.440 2.135  -0.01
N -3.057 -1.774 3.306  -0.66
S -1.072 -0.270 2.211  -0.58
H -3.067 -1.777 -0.494  0.30
H -1.924 -2.961 -0.693  0.10
H -2.974 -3.194 1.433  0.27
H -2.775 -2.670 3.711  0.21
H -2.893 -1.052 3.999  0.23
S -2.498 -0.417 -2.813  -0.65
Sb -1.126 1.361 -3.591  0.07
S -1.790 2.852 -1.892  -0.68
S 1.096 0.600 -2.788  -0.73
C 5.130 0.079 -0.322  -1.33
C 4.529 -1.103 0.430  0.76
C 4.868 -1.046 1.916  -1.59
O 3.107 -1.068 0.319  -0.01
P 2.242 -2.161 -0.453  -0.53
O 0.846 -2.035 -0.061  -0.15
C 2.678 -2.043 -2.208  -0.65
P 1.254 -2.617 -3.199  0.07
O -0.118 -2.481 -2.722  -0.66
O 1.645 -4.192 -3.279  -0.35
C 0.642 -5.168 -3.576  0.35
C -0.262 -5.430 -2.375  -0.86
C -0.197 -4.784 -4.791  -1.21
O 1.363 -2.050 -4.675  -0.32
C 2.473 -1.910 -5.550  0.41
C 3.333 -3.168 -5.598  -1.11
C 3.308 -0.676 -5.218  -1.31
O 2.893 -3.586 -0.061  -0.42
C 2.534 -4.069 1.244  0.89
C 1.237 -4.860 1.175  -1.16
C 3.681 -4.925 1.772  -1.71
H 6.210 0.094 -0.191  0.42
H 4.712 1.008 0.056  0.30
H 4.905 0.016 -1.383  0.19
H 4.901 -2.047 0.003  0.31
H 4.451 -0.140 2.349  0.35
H 5.945 -1.055 2.059  0.40
H 4.432 -1.899 2.431  0.34
H 3.569 -2.627 -2.424  0.55
H 2.825 -0.981 -2.427  0.06
H 1.229 -6.074 -3.797  0.44
H -0.867 -4.550 -2.187  0.08
H 0.337 -5.637 -1.493  -0.10
H -0.926 -6.270 -2.577  0.56
H -0.737 -3.865 -4.578  0.27
H -0.914 -5.573 -5.005  0.49
H 0.430 -4.621 -5.665  0.23
H 1.992 -1.756 -6.524  0.41
H 3.769 -3.354 -4.619  0.21
H 4.131 -3.037 -6.326  0.48
H 2.740 -4.036 -5.877  0.19
H 4.065 -0.907 -4.472  0.22
H 2.663 0.111 -4.829  0.25
H 3.802 -0.316 -6.117  0.51
H 2.387 -3.200 1.901  0.36
H 1.362 -5.712 0.509  0.23
H 0.450 -4.214 0.804  -0.03
H 0.960 -5.207 2.167  0.52
H 3.835 -5.797 1.137  0.37
H 3.438 -5.261 2.777  0.41
H 4.610 -4.361 1.813  0.38
C -1.888 4.702 4.738  -1.11
Si -1.055 3.314 3.692  0.57
C -1.150 1.805 4.872  -0.93
C 0.812 3.766 3.608  -1.14
Si -2.042 3.304 1.484  -0.05
Te -1.537 1.218 0.115  -0.55
Si -4.427 3.011 1.777  0.40
C -5.314 4.579 2.469  -1.07
C -5.329 2.538 0.156  -1.05
C -4.761 1.564 3.007  -0.71
Si -1.584 5.450 0.435  0.67
C -2.830 6.035 -0.901  -1.06
C 0.160 5.452 -0.361  -0.96
C -1.621 6.895 1.716  -1.35
H -1.350 4.884 5.663  0.37
H -2.903 4.424 4.998  0.27
H -1.935 5.634 4.192  0.25
H -0.610 1.966 5.803  0.41
H -0.736 0.933 4.379  0.25
H -2.181 1.574 5.118  0.23
H 1.286 3.775 4.585  0.39
H 0.954 4.741 3.157  0.28
H 1.331 3.037 2.996  0.28
H -5.224 5.400 1.769  0.27
H -4.861 4.899 3.399  0.29
H -6.370 4.415 2.652  0.36
H -5.255 3.337 -0.574  0.29
H -6.381 2.300 0.294  0.37
H -4.841 1.668 -0.278  0.24
H -4.476 1.830 4.020  0.27
H -4.157 0.711 2.708  -0.09
H -5.801 1.244 3.024  0.43
H -2.912 5.260 -1.654  0.27
H -2.498 6.949 -1.388  0.37
H -3.817 6.213 -0.486  0.29
H 0.189 4.641 -1.082  0.23
H 0.940 5.277 0.374  0.29
H 0.388 6.374 -0.891  0.36
H -2.569 6.915 2.240  0.34
H -1.498 7.855 1.225  0.40
H -0.837 6.801 2.455  0.32

Forces on atoms 1 to 2 (eV/Å):
Cd -0.8657 -0.2377 0.7004
N -0.0413 -0.0693 -0.0501

Summary:
Expectation value of S²: 0.7550
Multiplicity: 2
Highest occupied orbital energy (spin up / spin down), eV: -2.6294 / -3.8379
E_LUMO (spin up / spin down), Eh: 0.077 / 0.076
ΔE to the lowest compared entry with this formula, charge and spin, kcal per mole: 58.5
Frontier orbital gap (spin up / spin down), eV: 4.714 / 5.914
Net charge: -1